# C2H5Br2N2

2 unconnected molecules or ions with the total composition C2H5Br2N2 in a non-equilibrium geometry (ωB97M-V with the def2-TZVPD basis set, the Open Molecules 2025 dataset).

Last column: natural (NBO) charge in e.
Element x y z (Å)
1 C -0.133 -1.196 0.109  0.7250
2 C 0.462 -1.683 -1.095  -0.7696
3 N 0.899 1.953 0.476  -0.8032
4 N -0.418 -0.636 1.063  -0.4108
5 Br 1.191 2.756 2.204  0.2293
6 Br -0.461 2.685 -0.722  0.2001
7 H 0.079 -2.559 -1.488  0.3036
8 H 1.526 -1.812 -0.809  0.3121
9 H 0.492 -0.911 -1.892  0.3279
10 H -0.672 0.296 1.340  0.4981
11 H 1.784 2.264 0.073  0.3874

Output
E_HOMO   -13.6 eV
Total charge   +1
LUMO energy   -5.14 eV


# C2H5Br2N2

A gas-phase ion, C2H5Br2N2 (charge +1) in a non-equilibrium geometry (ωB97M-V with the def2-TZVPD basis set, the Open Molecules 2025 dataset).

Last column: natural (NBO) charge in e.
Element x y z (Å)
1 N 0.142 -1.204 1.213  -0.8192
2 C 0.597 -0.125 0.345  0.1147
3 Br 2.348 -0.713 -0.818  -0.0878
4 N -0.391 0.206 -0.590  -0.4948
5 C -0.979 1.364 -0.733  0.1405
6 Br -2.329 1.672 -1.903  0.3152
7 H 0.644 -1.230 2.051  0.3999
8 H 0.258 -2.204 0.894  0.4105
9 H 1.243 0.641 0.895  0.2928
10 H -0.838 -0.682 -1.043  0.4738
11 H -0.694 2.276 -0.312  0.2543

Output
SMILES string   N[C@@H](Br)/[NH+]=C/Br
E_HOMO   -14.1 eV
Total charge   +1
LUMO energy   -5.93 eV


# C2H5Br2N2O

A molecular structure, C2H5Br2N2O in a non-equilibrium geometry (ωB97M-V with the def2-TZVPD basis set, the Open Molecules 2025 dataset).

Last column: natural (NBO) charge in e.
Element x y z (Å)
1 C 0.962 0.732 0.571  0.2391
2 C -2.436 -0.403 -0.698  -0.2217
3 N 2.305 1.012 0.492  -0.7820
4 N 0.288 -0.304 0.221  -0.2147
5 O 0.943 -1.215 -0.532  -0.5739
6 Br -3.150 -1.895 0.053  0.4265
7 Br -2.917 1.310 -0.203  0.3990
8 H 0.327 1.413 1.150  0.1937
9 H 2.638 1.689 1.150  0.4096
10 H 2.841 0.175 0.395  0.4077
11 H -2.184 -0.543 -1.717  0.2277
12 H 0.383 -1.972 -0.882  0.4890

Output
E_HOMO   -12.5 eV
Total charge   +1
LUMO energy   -7.26 eV


# C2H5Br2OP

2 unconnected molecules or ions with the total composition C2H5Br2OP in a non-equilibrium geometry (ωB97M-V with the def2-TZVPD basis set, the Open Molecules 2025 dataset).

Last column: natural (NBO) charge in e.
Element x y z (Å)
1 C -1.710 -0.261 0.728  -0.2541
2 C -0.330 0.697 -1.150  -0.1291
3 O -1.359 0.025 -0.668  -0.5131
4 P 3.029 -0.668 1.243  0.3807
5 Br 3.889 0.844 -0.093  -0.2025
6 Br 1.573 -1.609 -0.105  -0.1825
7 H -1.430 -1.330 0.740  0.2040
8 H -2.790 0.060 0.945  0.2036
9 H -1.039 0.305 1.344  0.1808
10 H -0.335 0.630 -2.202  0.1494
11 H 0.500 1.309 -0.783  0.1626

Output
E_HOMO (alpha / beta)   -8.4 / -6.5 eV
Total charge   0
LUMO energy (alpha / beta)   0.17 / -1.61 eV


Number 1: total energy -145209.8195 eV. Number 2: total energy -145211.5981 eV. Number 3: total energy -147256.2997 eV. Number 4: total energy -153573.3157 eV.